[1]
21
Properties=species:S:1:pos:R:3:nbo_charge:R:1 method="wB97M-V/def2-TZVPD" e_tot_ha=-386.1502 multiplicity=2 gap_ev="8.24 / 4.93" e_above_lowest_ev=0.882 total_charge=+1 max_force_ev_per_a=1.3
C -1.2686 -0.2574 -0.4389 0.128
C -2.0928 0.8295 -0.7904 0.123
C -2.3063 1.9974 0.0418 -0.714
C -1.3521 -1.5489 -1.0963 -0.705
H -0.4141 -0.0105 0.1737 0.224
H -2.7528 0.6686 -1.6484 0.229
H -1.6056 2.0836 0.8721 0.249
H -3.3195 1.9037 0.4487 0.307
H -2.2694 2.9192 -0.5503 0.297
H -0.7116 -1.4296 -1.9975 0.315
H -1.0539 -2.3740 -0.4576 0.287
H -2.3459 -1.7188 -1.4960 0.256
H 2.0758 0.0248 2.6530 0.497
H 1.1191 0.5335 1.5446 0.454
O 1.3678 -0.2418 2.0505 -0.948
H 0.3521 -3.7220 4.6407 0.473
H 0.3974 -2.1824 4.3758 0.466
O 0.6514 -2.8799 4.9897 -0.939
H 4.4675 1.6866 -4.1042 0.460
H 5.9423 1.6250 -4.5173 0.472
O 5.1191 2.0934 -4.6937 -0.933

[2]
95
Properties=species:S:1:pos:R:3:mulliken_spin:R:1 method="wB97M-V/def2-TZVPD" e_tot_ha=-4589.5943 multiplicity=3 gap_ev="6.19 / 7.18" e_above_lowest_ev=0.220 max_force_ev_per_a=0.7
Ti 0.8209 0.3847 -0.2342 1.768
C 3.5516 0.5531 1.9926 0.003
C 4.2358 0.3770 0.6164 0.013
S 3.3308 0.6701 -0.9329 0.005
C 3.8449 2.3384 -1.4063 0.010
C 3.5600 3.4486 -0.4071 -0.010
S 1.7796 3.7010 -0.1904 0.010
C 1.6532 4.0613 1.5749 -0.003
C 2.3512 3.0670 2.4970 0.010
S 1.9214 1.3326 2.1410 -0.013
H 4.2205 1.0924 2.6642 0.001
H 3.3923 -0.4298 2.4303 -0.003
H 4.5397 -0.6663 0.5331 0.005
H 5.1487 0.9723 0.5584 -0.003
H 3.3266 2.5132 -2.3515 0.001
H 4.9135 2.3147 -1.6267 0.001
H 4.0254 4.3712 -0.7565 0.001
H 4.0072 3.2045 0.5546 0.000
H 0.5781 4.0403 1.7583 -0.001
H 2.0026 5.0730 1.7857 0.001
H 2.0536 3.2846 3.5235 0.000
H 3.4333 3.1762 2.4586 -0.002
C -3.0256 7.0425 -1.8321 0.000
C -3.9063 5.9685 -1.7937 0.000
C -3.4182 4.6684 -1.7792 -0.002
C -2.0446 4.4230 -1.8022 0.002
C -1.1726 5.5095 -1.8546 0.001
C -1.6589 6.8122 -1.8636 0.000
Sb -1.2100 2.4358 -1.8167 0.020
C -3.0015 1.3664 -2.2861 -0.011
C -4.0547 1.2318 -1.3838 0.002
C -5.1653 0.4611 -1.7052 0.000
C -5.2311 -0.1827 -2.9328 0.000
C -4.1885 -0.0505 -3.8392 0.001
C -3.0783 0.7180 -3.5162 0.003
C -1.4658 2.1391 0.3266 0.039
C -1.3807 0.8827 0.9374 0.045
C -1.6976 0.7074 2.2827 0.052
C -2.0620 1.7909 3.0597 -0.008
C -2.1081 3.0537 2.4850 0.017
C -1.8184 3.2229 1.1385 0.008
H -3.4057 8.0561 -1.8445 0.000
H -4.9748 6.1425 -1.7783 0.000
H -4.1170 3.8415 -1.7563 -0.001
H -0.1013 5.3442 -1.8822 0.000
H -0.9674 7.6447 -1.9017 0.000
H -4.0083 1.7122 -0.4123 0.001
H -5.9717 0.3553 -0.9903 0.000
H -6.0886 -0.7959 -3.1779 0.000
H -4.2296 -0.5615 -4.7926 0.000
H -2.2496 0.7773 -4.2116 -0.001
H -1.1765 -0.0448 0.3851 -0.115
H -1.6540 -0.2888 2.7080 0.002
H -2.3149 1.6556 4.1033 0.000
H -2.3940 3.9113 3.0819 0.001
H -1.8950 4.2136 0.7059 0.000
O -2.5243 -6.8488 -1.5752 0.000
C -2.7986 -5.7069 -0.8967 0.000
O -3.5869 -5.7373 0.0087 0.000
C -2.0904 -4.4748 -1.3413 0.001
C -0.9463 -4.4847 -2.1317 0.003
C -0.3159 -3.3038 -2.4853 0.001
C -0.8004 -2.0700 -2.0477 -0.013
S 0.0598 -0.5898 -2.4680 0.004
C -1.9794 -2.0667 -1.2875 0.030
C -2.6031 -3.2452 -0.9301 0.005
H -1.9615 -6.6532 -2.3327 0.000
H -0.4875 -5.4161 -2.4497 -0.001
H 0.5842 -3.3307 -3.0812 0.003
H -2.4192 -1.1194 -1.0004 -0.002
H -3.5023 -3.2367 -0.3279 0.000
N 1.3829 -1.2067 0.6414 -0.173
C 1.7394 -2.3445 1.0663 0.079
C 2.0438 -3.4750 0.1286 0.038
C 1.6933 -4.7904 0.4230 0.030
C 1.9762 -5.8095 -0.4747 -0.010
C 2.6418 -5.5286 -1.6615 0.019
C 3.0001 -4.2194 -1.9559 -0.012
C 2.6871 -3.1964 -1.0730 0.032
C 1.9424 -2.5816 2.5388 0.035
C 2.9523 -3.4229 3.0084 0.029
C 3.2021 -3.5333 4.3697 -0.015
C 2.4384 -2.8149 5.2790 0.024
C 1.4276 -1.9796 4.8215 -0.016
C 1.1864 -1.8606 3.4613 0.018
H 1.1819 -5.0140 1.3517 0.000
H 1.6803 -6.8256 -0.2454 0.000
H 2.8797 -6.3270 -2.3531 0.002
H 3.5131 -3.9907 -2.8820 0.000
H 2.9222 -2.1660 -1.3203 0.012
H 3.5476 -3.9856 2.3000 0.002
H 3.9945 -4.1820 4.7207 0.000
H 2.6289 -2.9071 6.3407 0.002
H 0.8291 -1.4162 5.5262 0.000
H 0.4269 -1.1823 3.0913 0.020

[3]
63
Properties=species:S:1:pos:R:3:nbo_charge:R:1 method="wB97M-V/def2-TZVPD" e_tot_ha=-2477.4049 multiplicity=5 gap_ev="6.49 / 7.30" e_above_lowest_ev=0.161 total_charge=+1 max_force_ev_per_a=0.7
Cr 0.9220 -0.2973 1.0024 1.223
C 3.0523 -2.5612 1.7714 -0.209
C 3.3899 -1.2613 2.1357 -0.183
C 2.4871 -0.4904 2.8699 -0.320
C 1.2684 -1.0393 3.2693 -0.314
C 0.9386 -2.3449 2.9177 -0.227
C 1.8303 -3.0965 2.1534 -0.118
H 3.7423 -3.1504 1.1831 0.248
H 4.3422 -0.8440 1.8341 0.243
H 2.7532 0.5122 3.1791 0.245
H 0.5849 -0.4594 3.8793 0.247
H -0.0055 -2.7634 3.2344 0.251
H 1.5691 -4.1049 1.8611 0.242
C -0.7575 2.9088 -0.7095 -0.590
C -1.3829 2.5283 0.6289 -0.259
C -0.3514 2.4698 1.7567 -0.521
C -2.2706 1.2976 0.5792 0.059
C -3.5879 1.4594 1.0004 -0.229
C -4.4897 0.4144 0.9431 -0.193
C -4.0696 -0.8109 0.4606 -0.194
C -2.7583 -1.0360 0.0427 -0.001
C -2.4878 -2.4555 -0.4688 -0.236
C -2.5141 -2.6158 -1.9917 -0.598
C -1.2768 -3.1711 0.1190 -0.584
C -1.8474 0.0408 0.1088 0.064
N -0.4798 -0.1475 -0.3003 -0.856
C -0.1468 -0.2158 -1.6496 0.077
C -0.8862 0.2911 -2.7146 -0.201
C -0.4352 0.1415 -4.0214 -0.200
C 0.7605 -0.5086 -4.3067 -0.231
C 1.5232 -1.0229 -3.2616 -0.246
C 1.0400 -0.8533 -1.9900 0.307
F 1.7790 -1.3701 -0.9186 -0.376
H -0.3874 3.9356 -0.6619 0.210
H -1.4932 2.8628 -1.5131 0.225
H 0.0674 2.2515 -0.9839 0.196
H -2.0521 3.3485 0.9009 0.220
H 0.1949 1.5171 1.7335 0.085
H -0.8208 2.5009 2.7413 0.228
H 0.4021 3.2566 1.6892 0.215
H -3.9064 2.4312 1.3585 0.215
H -5.5131 0.5541 1.2650 0.225
H -4.7767 -1.6305 0.4078 0.216
H -3.3543 -3.0117 -0.1020 0.210
H -1.5707 -2.3294 -2.4536 0.207
H -3.3060 -2.0255 -2.4554 0.218
H -2.6945 -3.6637 -2.2389 0.217
H -0.3394 -2.7591 -0.2547 0.196
H -1.2958 -4.2253 -0.1678 0.223
H -1.2814 -3.1265 1.2084 0.193
H -1.8326 0.7780 -2.5129 0.226
H -1.0328 0.5350 -4.8332 0.228
H 1.0999 -0.6199 -5.3266 0.231
H 2.4576 -1.5423 -3.4255 0.242
C 2.5473 3.2303 -1.2036 -0.856
Te 3.1049 1.4521 -0.2308 0.562
C 3.9247 2.4497 1.4403 -0.873
H 3.4693 3.7647 -1.4145 0.242
H 1.8837 3.8050 -0.5669 0.232
H 2.0453 2.9644 -2.1303 0.250
H 3.1396 2.9647 1.9884 0.224
H 4.6573 3.1582 1.0629 0.248
H 4.4276 1.7301 2.0817 0.227

[4]
19
Properties=species:S:1:pos:R:3:nbo_charge:R:1 method="wB97M-V/def2-TZVPD" e_tot_ha=-763.8790 multiplicity=1 gap_ev=8.38 smiles="C[C@@]1(O)C=CC=C[C@H]1P=O" e_above_lowest_ev=2.531 max_force_ev_per_a=5.3
C -2.1761 0.0929 -0.6855 -0.663
C -0.7070 0.5128 -0.1666 0.220
O -0.5549 1.8649 -0.5106 -0.699
C -0.4720 0.4430 1.3333 -0.182
C 0.7415 0.3485 1.8491 -0.214
C 1.9245 0.0305 1.0433 -0.226
C 1.8953 -0.1502 -0.2704 -0.180
C 0.4532 -0.3116 -0.9107 -0.635
P 0.3363 -2.1186 -0.3138 1.315
O 0.6646 -2.9558 -1.5059 -1.004
H -2.1780 0.0435 -1.8571 0.232
H -2.6966 0.8496 -0.0318 0.241
H -2.4877 -0.9414 -0.2959 0.217
H -0.6552 1.7118 -1.4716 0.460
H -1.3727 0.5612 1.9379 0.215
H 1.0087 0.4856 2.9220 0.223
H 2.8590 0.1378 1.6162 0.218
H 2.7912 -0.4366 -0.7887 0.230
H 0.6258 -0.1680 -1.8933 0.233

[5]
16
Properties=species:S:1:pos:R:3:nbo_charge:R:1 method="wB97M-V/def2-TZVPD" e_tot_ha=-1008.1324 multiplicity=1 gap_ev=4.40 e_above_lowest_ev=5.612 total_charge=+1 max_force_ev_per_a=1.4
N 0.4410 1.7974 0.4578 -0.749
C 1.5319 0.9305 0.8560 -0.237
C 1.5592 -0.5320 0.2252 -0.653
S 0.7060 -0.6374 -1.3274 0.580
S -1.5432 -2.1964 0.0051 0.047
H -0.9735 -3.3870 -0.2580 0.190
H -0.4760 1.3815 0.2905 0.382
H 0.6715 2.3652 -0.3423 0.377
H 2.4147 1.4671 0.5177 0.227
H 1.4884 0.8596 1.9474 0.232
H 1.1150 -1.1653 0.9897 0.317
H 2.5580 -0.9105 -0.0221 0.279
H -0.5807 -1.6142 -0.8655 0.006
H -2.5036 -0.0510 -0.6471 0.442
H -3.6837 0.8615 -0.8556 0.490
O -2.7250 0.8310 -0.9715 -0.929

[6]
53
Properties=species:S:1:pos:R:3:mulliken_spin:R:1 method="wB97M-V/def2-TZVPD" e_tot_ha=-2467.8961 multiplicity=2 gap_ev="7.28 / 6.82" e_above_lowest_ev=1.037 total_charge=+2 max_force_ev_per_a=0.3
Mo 0.8040 -0.3082 -0.2013 0.000
O 2.1117 2.1919 -3.2096 0.000
C 2.0533 1.3343 -2.3701 0.000
O 1.1552 1.2717 -1.4141 0.000
C 3.0540 0.2223 -2.2504 0.000
C 4.1691 0.0362 -3.0551 0.000
C 4.9665 -1.0699 -2.8206 0.000
C 4.6241 -1.9622 -1.8017 0.000
C 3.4971 -1.6996 -1.0556 0.000
N 2.7421 -0.6171 -1.2780 0.000
C 2.8979 -2.4901 0.0437 0.000
O 3.4032 -3.5688 0.5371 0.000
O 1.8383 -2.0602 0.5156 0.000
H 0.6972 3.1369 -3.4591 0.000
H 4.3765 0.7499 -3.8415 0.000
H 5.8441 -1.2524 -3.4261 0.000
H 5.2340 -2.8378 -1.6203 0.000
H 4.2358 -3.8539 0.1295 0.000
C 1.1521 2.4617 2.4634 0.000
C 2.1839 1.9075 1.5124 0.000
C 3.5491 1.6657 2.1043 0.000
O 1.6495 0.6011 1.0383 0.000
H 1.4872 3.4486 2.7846 0.000
H 1.0540 1.8284 3.3448 0.000
H 0.1876 2.5813 1.9718 0.000
H 2.2290 2.4945 0.5919 0.000
H 3.4842 1.0378 2.9925 0.000
H 3.9739 2.6261 2.3959 0.000
H 4.2256 1.2095 1.3810 0.000
F -6.9634 -0.0753 -0.2337 0.092
C -6.1525 -0.7478 0.5017 0.388
C -4.8308 -0.3181 0.6399 0.117
N -4.0086 -1.0055 1.4060 0.247
C -2.5965 -0.6390 1.5210 -0.036
C -1.7960 -1.4280 0.4971 0.015
O -2.2807 -2.0327 -0.4028 -0.002
O -0.4547 -1.3860 0.7333 0.003
C -4.3751 -2.2579 2.0542 -0.032
O -3.5414 -2.8670 2.6482 0.070
N -5.6860 -2.6158 1.9153 -0.022
C -6.6695 -1.9663 1.1689 0.012
O -7.7956 -2.3445 1.0671 0.123
H -4.4529 0.5643 0.1200 0.014
H -2.2550 -0.8427 2.5315 0.005
H -2.4932 0.4201 1.2825 0.004
H -5.9611 -3.4769 2.3778 0.000
F -0.6908 0.7994 -0.1228 0.000
Sb -2.1212 2.2887 -2.1475 0.000
F 0.2832 -1.1117 -1.7868 0.000
F -3.2874 1.5376 -0.7519 0.002
F -1.2222 3.3364 -0.8556 0.000
F -3.3369 3.6540 -2.5627 0.000
F -0.1919 3.4294 -3.6038 0.000